ORCA calculation (ωB97M-V/def2-TZVPD) on a cluster of 6 separate species, C28H29F4NO18S in total in a non-equilibrium geometry.

```
81
Properties=species:S:1:pos:R:3
C 4.09474 2.94597 -2.97280
C 3.25083 1.56018 -2.59432
C 2.39707 1.18052 -3.96904
F 3.15723 0.04818 -4.60181
C 0.81311 0.76295 -3.63311
C -0.16333 1.78581 -3.08086
C 0.20196 3.36225 -2.80679
C -0.58531 4.04743 -1.54236
O -0.31347 3.86932 -0.24323
C -1.69552 1.20170 -2.75185
O -2.80106 1.95101 -2.75242
C -1.91992 -0.41235 -2.37526
N -3.09124 -0.84927 -1.50244
C -2.75867 -0.70089 -0.16405
S -2.09496 -1.05372 1.39769
C -0.94020 -1.43768 -2.91575
C -1.04483 -3.06161 -2.57301
F -2.21183 -3.69957 -3.28809
F 0.18310 -3.81716 -2.97322
F -1.19453 -3.31131 -1.09253
C 0.24981 -0.78985 -3.89583
O 0.66415 -1.57783 -4.89513
H 3.52027 3.63309 -3.74560
H 4.33371 3.61293 -2.03871
H 5.08655 2.60929 -3.52004
H 2.45557 1.88093 -1.79146
H 3.93678 0.69191 -2.21222
H 2.42263 2.05586 -4.77676
H -0.14719 3.95471 -3.78264
H 1.34265 3.59409 -2.68363
H -1.45734 4.82418 -1.78598
C -4.47564 7.72083 -1.15783
C -3.82747 6.52362 -0.54176
O -2.52158 6.54432 -1.08613
C -2.26440 7.83421 -1.45179
O -1.17059 8.24622 -1.80038
O -3.39018 8.60250 -1.37548
H -5.21946 8.17701 -0.49883
H -4.94481 7.49336 -2.12076
H -3.75752 6.60062 0.54842
H -4.34078 5.59336 -0.80015
C -0.14367 2.94464 2.55960
C 0.29145 3.01809 3.98728
O -0.13772 1.78051 4.52237
C -0.24070 0.90996 3.47586
O -0.42284 -0.29029 3.59379
O -0.11232 1.55744 2.28096
H 0.52825 3.48962 1.89091
H -1.16519 3.31135 2.41428
H 1.37944 3.08950 4.08964
H -0.17129 3.85283 4.52090
C -0.61392 -2.89600 7.20663
C 0.12936 -2.09895 6.18426
O 1.32783 -1.75103 6.85116
C 1.51856 -2.67864 7.83443
O 2.53921 -2.78324 8.49399
O 0.41904 -3.47403 7.98240
H -1.24014 -3.67083 6.75594
H -1.23465 -2.26917 7.85537
H 0.37758 -2.68753 5.29473
H -0.41748 -1.20340 5.87667
C 2.00281 -5.90896 7.25665
C 3.06957 -6.83180 7.75000
O 2.74481 -8.06351 7.13393
C 2.01174 -7.76927 6.02051
O 1.70829 -8.58028 5.16153
O 1.66371 -6.44956 5.99344
H 2.35700 -4.87944 7.15528
H 1.11344 -5.91829 7.89540
H 4.06975 -6.52651 7.42483
H 3.06430 -6.92948 8.83908
C -0.77197 -2.52726 -7.60935
C -0.39124 -3.97205 -7.63383
O -0.72077 -4.37317 -8.95012
C -0.70929 -3.24766 -9.72263
O -0.78315 -3.24715 -10.94009
O -0.60342 -2.12361 -8.95531
H -0.13244 -1.93929 -6.94532
H -1.81791 -2.37514 -7.32305
H 0.68165 -4.12445 -7.47574
H -0.94606 -4.56111 -6.89841
```

## Properties
highest occupied orbital energy: -10.18 eV
max |F|: 8.4 eV Å⁻¹
total charge: 0
SMILES string: CC[C@@H](F)C1=C(CC=O)C(=O)C(N=C=S)=C(C(F)(F)F)C1=O.O=C1OCCO1.O=C1OCCO1.O=C1OCCO1.O=C1OCCO1.O=C1OCCO1
DFT total energy: -3290.64146 Eh
Kohn-Sham gap: 7.47 eV

Atomic charges from the Mulliken analysis, expressed in e, are listed below: number 1, C, carries -1.02; number 2, C, carries -0.33; number 3, C, carries 0.25; number 4, F, carries -0.34; number 5, C, carries -0.02; number 6, C, carries 0.41; number 7, C, carries 0.11; number 8, C, carries -0.02; number 9, O, carries -0.50; number 10, C, carries 0.29; number 11, O, carries -0.57; number 12, C, carries 0.21; number 13, N, carries -0.46; number 14, C, carries 0.25; number 15, S, carries 0.04; number 16, C, carries 0.07; number 17, C, carries 0.65; number 18, F, carries -0.25; number 19, F, carries -0.24; number 20, F, carries -0.21; number 21, C, carries 0.06; number 22, O, carries -0.60; number 23, H, carries 0.29; number 24, H, carries 0.27; number 25, H, carries 0.32; number 26, H, carries 0.15; number 27, H, carries 0.37; number 28, H, carries 0.25; number 29, H, carries 0.33; number 30, H, carries -0.01; number 31, H, carries 0.27; number 32, C, carries -0.38; number 33, C, carries -0.32; number 34, O, carries -0.24; number 35, C, carries 0.56; number 36, O, carries -0.54; number 37, O, carries -0.33; number 38, H, carries 0.31; number 39, H, carries 0.27; number 40, H, carries 0.25; number 41, H, carries 0.33; number 42, C, carries -0.28; number 43, C, carries -0.32; number 44, O, carries -0.30; number 45, C, carries 0.57; number 46, O, carries -0.55; number 47, O, carries -0.16; number 48, H, carries 0.27; number 49, H, carries 0.23; number 50, H, carries 0.27; number 51, H, carries 0.31; number 52, C, carries -0.34; number 53, C, carries -0.08; number 54, O, carries -0.30; number 55, C, carries 0.68; number 56, O, carries -0.57; number 57, O, carries -0.30; number 58, H, carries 0.32; number 59, H, carries 0.28; number 60, H, carries 0.22; number 61, H, carries 0.13; number 62, C, carries 0.07; number 63, C, carries -0.31; number 64, O, carries -0.31; number 65, C, carries 0.62; number 66, O, carries -0.56; number 67, O, carries -0.32; number 68, H, carries -0.01; number 69, H, carries 0.22; number 70, H, carries 0.26; number 71, H, carries 0.30; number 72, C, carries 0.18; number 73, C, carries -0.34; number 74, O, carries -0.33; number 75, C, carries 0.62; number 76, O, carries -0.55; number 77, O, carries -0.33; number 78, H, carries -0.02; number 79, H, carries 0.21; number 80, H, carries 0.28; number 81, H, carries 0.29



ORCA calculation (ωB97M-V/def2-TZVPD) on a structure of composition C28H29FNOY in a non-equilibrium geometry.

```
61
Properties=species:S:1:pos:R:3
C 2.28940 0.39667 0.85502
C 2.20329 -0.33878 -0.36313
C 2.21231 0.58535 -1.43921
H 2.22309 -1.42032 -0.46284
C 2.26330 1.90712 -0.89428
C 2.31971 1.79088 0.53354
H 2.32695 2.81317 -1.48447
C -1.45326 -2.26915 1.10438
C -0.19085 -2.61840 0.52984
C -0.37678 -2.78876 -0.86367
H 0.74900 -2.72068 1.06546
C -1.71875 -2.39116 -1.18569
C -2.41350 -2.21502 0.06220
H 2.34137 0.33132 -2.49116
H 2.41779 2.60838 1.24722
H 2.39393 -0.04485 1.84721
H -3.48560 -2.05679 0.15633
H 0.37211 -3.12523 -1.57480
H -1.63627 -2.06767 2.16220
Y 0.08228 1.04097 -0.21884
C -2.06967 -1.63312 -2.46833
C -3.58580 -1.59699 -2.68475
C -1.33402 -2.21463 -3.67358
H -3.97317 -2.63037 -2.69059
H -3.81418 -1.15404 -3.66485
H -4.11184 -1.02673 -1.90343
H -1.57522 -3.28522 -3.77547
H -0.24244 -2.10428 -3.58247
H -1.66565 -1.71839 -4.59641
C -1.44102 -0.22685 -2.06017
C -1.27188 1.14673 -2.70264
H -0.36394 -0.54034 -1.84758
H -1.98988 0.02676 -1.11632
O -0.64726 1.96599 -1.89102
N -1.44405 1.56401 -3.93305
C -0.49509 2.62556 -4.43464
H -2.22093 1.26464 -4.50253
C 0.85649 2.01192 -4.76828
C 2.09557 2.66080 -4.57976
H 2.12224 3.69264 -4.21747
C 3.29235 2.00602 -4.89400
H 4.25036 2.50767 -4.73622
C 3.28566 0.71032 -5.42406
H 4.21836 0.19575 -5.65127
C 2.05738 0.06115 -5.58799
H 2.01293 -0.95937 -5.96506
C 0.86315 0.71147 -5.27934
H -0.08835 0.20656 -5.47311
H -0.39593 3.38315 -3.65192
H -0.96704 3.09988 -5.31259
F -2.20124 3.30751 5.42522
C -1.87248 2.64022 4.26752
C -0.87022 1.67725 4.31371
C -0.49707 1.04646 3.10005
C -1.08510 1.45639 1.92415
C -2.14788 2.33194 1.89848
C -2.53768 2.97647 3.09792
H -0.39216 1.43506 5.25820
H 0.26321 0.25943 3.11583
H -2.67590 2.55106 0.96598
H -3.33174 3.71991 3.10557
```

## Properties
highest occupied orbital energy: -6.25 eV
max |F|: 4.8 eV Å⁻¹
total charge: 0
DFT total energy: -1352.44477 Eh
Kohn-Sham gap: 5.93 eV

Atomic charges from the natural (NBO) analysis, expressed in e, are listed below: number 1, C, carries -0.36; number 2, C, carries -0.35; number 3, C, carries -0.40; number 4, H, carries 0.26; number 5, C, carries -0.42; number 6, C, carries -0.39; number 7, H, carries 0.24; number 8, C, carries -0.32; number 9, C, carries -0.35; number 10, C, carries -0.35; number 11, H, carries 0.20; number 12, C, carries -0.18; number 13, C, carries -0.34; number 14, H, carries 0.25; number 15, H, carries 0.26; number 16, H, carries 0.25; number 17, H, carries 0.20; number 18, H, carries 0.20; number 19, H, carries 0.21; number 20, Y, carries 2.03; number 21, C, carries -0.01; number 22, C, carries -0.61; number 23, C, carries -0.61; number 24, H, carries 0.24; number 25, H, carries 0.18; number 26, H, carries 0.22; number 27, H, carries 0.24; number 28, H, carries 0.21; number 29, H, carries 0.18; number 30, C, carries -0.55; number 31, C, carries 0.73; number 32, H, carries 0.27; number 33, H, carries 0.26; number 34, O, carries -0.81; number 35, N, carries -0.56; number 36, C, carries -0.24; number 37, H, carries 0.43; number 38, C, carries -0.07; number 39, C, carries -0.16; number 40, H, carries 0.21; number 41, C, carries -0.22; number 42, H, carries 0.22; number 43, C, carries -0.21; number 44, H, carries 0.23; number 45, C, carries -0.19; number 46, H, carries 0.22; number 47, C, carries -0.23; number 48, H, carries 0.22; number 49, H, carries 0.24; number 50, H, carries 0.23; number 51, F, carries -0.34; number 52, C, carries 0.37; number 53, C, carries -0.29; number 54, C, carries -0.20; number 55, C, carries -0.58; number 56, C, carries -0.21; number 57, C, carries -0.29; number 58, H, carries 0.22; number 59, H, carries 0.20; number 60, H, carries 0.19; number 61, H, carries 0.22



> What is the formula in the second record?

C28H29FNOY



> Look up the total charge of the second one.

0



> Which of these has the highest Kohn-Sham gap?

C28H29F4NO18S



> Among the records above, which one has the highest DFT total energy?

C28H29FNOY